No. 1
C17H41O9P2S | ωB97M-V/def2-TZVPD

CARTESIAN COORDINATES (ANGSTROEM)
1 C -0.8157 -9.0079 -0.8615
2 O -0.6266 -7.6385 -1.1944
3 C -1.8003 -7.0963 -1.7927
4 C -1.7418 -5.5334 -1.6631
5 C -1.0738 -4.8465 -2.8938
6 C -0.9554 -3.2864 -2.6915
7 C -2.4124 -2.7368 -2.4914
8 C -2.5511 -1.2167 -2.7969
9 C -1.7341 -0.4354 -1.6877
10 C -2.3469 0.9654 -1.3751
11 C -1.9877 1.4841 0.0746
12 C -0.7205 2.4020 -0.0440
13 C 0.4039 2.1331 1.0151
14 P 1.1621 0.3917 0.9419
15 P 0.2981 -0.3839 2.8235
16 O 1.3280 -0.7469 3.8756
17 O -0.8790 0.5921 3.5244
18 O -0.5133 -1.8309 2.4102
19 O 2.5957 1.0700 1.6754
20 C 3.7340 0.2759 1.3924
21 C 3.3245 -0.7662 0.2712
22 O 1.9931 -1.1171 0.6348
23 H -1.8774 -9.3191 -0.8555
24 H -0.2470 -9.6799 -1.5436
25 H -0.4075 -9.1691 0.1601
26 H -2.7404 -7.4382 -1.3119
27 H -1.8140 -7.3419 -2.8773
28 H -1.1861 -5.2208 -0.7543
29 H -2.7910 -5.2099 -1.5009
30 H -0.0935 -5.3213 -3.0950
31 H -1.7242 -5.0275 -3.7769
32 H -0.3186 -3.1016 -1.8031
33 H -0.4655 -2.8533 -3.5884
34 H -2.7194 -2.9853 -1.4543
35 H -3.0698 -3.3479 -3.1521
36 H -2.1670 -1.0183 -3.8169
37 H -3.6222 -0.9253 -2.7665
38 H -1.6713 -1.1117 -0.8165
39 H -0.7121 -0.3133 -2.1031
40 H -3.4441 0.9141 -1.5449
41 H -1.9566 1.6680 -2.1430
42 H -2.8859 2.0005 0.4663
43 H -1.7742 0.6229 0.7411
44 H -0.2637 2.4024 -1.0541
45 H -1.0676 3.4516 0.1233
46 H 1.2280 2.8263 0.7609
47 H 0.0387 2.4595 2.0118
48 H 1.6197 0.7662 -0.4003
49 H 0.0695 -0.2445 0.2083
50 H -1.6999 0.6002 3.0245
51 H -1.2136 -1.5268 1.8199
52 H 3.9028 -0.3996 2.2604
53 H 4.6430 0.8331 1.0822
54 H 3.8394 -1.7527 0.2949
55 H 3.4747 -0.4441 -0.7869
56 O 1.0256 4.9316 2.0176
57 S 0.8624 6.3226 1.7141
58 O 0.8359 6.8005 0.3597
59 O 1.9578 7.1666 2.5416
60 C 3.3313 6.7808 2.4176
61 C 3.9467 7.2882 1.1269
62 C -0.5656 6.9329 2.5581
63 H 3.4342 5.6965 2.5051
64 H 3.8528 7.2238 3.2671
65 H 3.5108 6.7878 0.2615
66 H 5.0224 7.1049 1.1185
67 H 3.7669 8.3581 1.0080
68 H -0.5151 6.6250 3.5995
69 H -1.4411 6.4993 2.0785
70 H -0.5892 8.0171 2.4715

* total charge: -1
* E_tot: -66134.594 eV
* multiplicity: 1
* gap between HOMO and LUMO: 6.4 eV
* M: 483.5 g/mol
* E_LUMO: 2.3 eV

=====

No. 2
C17H42Cl2FeOP3 | ωB97M-V/def2-TZVPD

CARTESIAN COORDINATES (ANGSTROEM)
1 C 0.5086 0.2511 -6.1668
2 C -0.1589 0.8781 -4.9663
3 H 0.9480 -0.6806 -5.7788
4 H 1.2408 0.9540 -6.5528
5 H -0.1314 0.0451 -7.0255
6 O 0.1777 0.6609 -3.8136
7 Cl -1.4244 1.8965 -5.4148
8 Fe -2.2951 1.7988 -0.4884
9 P -0.3790 3.0882 -0.9215
10 C 1.2543 2.7695 -0.1296
11 C 0.3514 3.5930 -2.5227
12 H 1.0386 4.4338 -2.3407
13 H 0.1471 5.4226 -0.4351
14 H -0.4359 3.9075 -3.2115
15 H -1.5854 5.1887 -0.8285
16 H 1.6698 1.8402 -0.5447
17 H 0.8949 2.7530 -2.9662
18 C -0.7300 4.7798 -0.2797
19 H 1.9386 3.5970 -0.3626
20 H -0.9816 4.7046 0.7837
21 H 1.1516 2.6747 0.9539
22 P -2.6569 -0.1163 -1.3764
23 C -2.2614 -1.7013 -0.5617
24 C -4.3608 0.3974 -0.7934
25 H -3.1988 0.1288 -3.7384
26 H -3.6886 -1.4597 -3.0343
27 H -1.9624 -1.1111 -3.4352
28 C -2.9071 -0.6915 -3.0751
29 H -4.8256 1.1423 -1.4589
30 H -4.9003 -0.5488 -0.9136
31 H -3.1570 -2.3376 -0.5851
32 H -1.9406 -1.5140 0.4749
33 H -4.4403 0.7169 0.2631
34 H -1.4188 -2.1594 -1.1032
35 Cl -2.6834 2.2896 1.6177
36 C 0.5301 -4.0584 2.0990
37 C 0.4225 -2.7012 2.8226
38 C 1.3494 -2.6440 4.0389
39 P 0.5148 -1.2649 1.6406
40 C 0.5156 0.2993 2.6424
41 C -0.5592 0.2598 3.7399
42 C 1.8775 0.7301 3.1884
43 C 2.1246 -1.3645 0.7400
44 C 3.3360 -1.8714 1.5192
45 C 1.9448 -2.1706 -0.5681
46 H 1.5513 -4.2704 1.7448
47 H -0.1642 -4.1119 1.2482
48 H 0.2485 -4.8541 2.8029
49 H -0.6151 -2.6130 3.2044
50 H 2.4069 -2.7064 3.7540
51 H 1.1995 -1.7483 4.6557
52 H 1.1368 -3.5167 4.6749
53 H 0.1748 1.0510 1.9058
54 H -0.3693 -0.5092 4.4909
55 H -0.6014 1.2344 4.2441
56 H -1.5505 0.0880 3.2904
57 H 2.6306 0.8441 2.3963
58 H 1.7702 1.7129 3.6779
59 H 2.2511 0.0298 3.9500
60 H 2.3250 -0.3215 0.4356
61 H 3.2744 -2.9366 1.7788
62 H 4.2310 -1.7576 0.8876
63 H 3.5285 -1.3003 2.4311
64 H 1.2747 -1.6415 -1.2677
65 H 2.9153 -2.3067 -1.0783
66 H 1.5281 -3.1719 -0.3586

* total charge: +2
* E_tot: -107642.101 eV
* multiplicity: 6
* gap between HOMO and LUMO (alpha / beta): 9.0 / 6.5 eV
* M: 482.2 g/mol
* ⟨S²⟩: 8.766
* E_LUMO (alpha / beta): -5.5 / -9.0 eV

=====

No. 3
C17H42NO16S4V | ωB97M-V/def2-TZVPD

CARTESIAN COORDINATES (ANGSTROEM)
1 V 2.5576 -0.3894 1.4249
2 N -0.3017 -0.1795 0.3879
3 O -1.1512 0.4277 -0.2967
4 O 0.2300 0.3095 1.3720
5 O 0.1335 -1.2325 -0.0263
6 C 3.5454 3.9206 2.7379
7 S 2.0683 3.0623 2.0055
8 O 2.6147 1.7169 1.6899
9 C 1.1704 2.8711 3.5899
10 H 3.8404 3.1829 3.4842
11 H 3.3094 4.8505 3.2553
12 H 4.4491 3.9810 2.1315
13 H 1.7909 2.8497 4.4858
14 H 0.5561 1.9781 3.4747
15 H 0.5117 3.7290 3.7247
16 C 1.3100 2.5051 -1.5525
17 S 2.5065 1.1031 -1.8490
18 O 2.6267 0.3051 -0.5839
19 C 1.4734 0.0628 -3.0048
20 H 1.8237 3.0492 -0.7598
21 H 0.3425 2.1084 -1.2447
22 H 1.1432 3.1113 -2.4428
23 H 1.0941 0.5912 -3.8795
24 H 0.6496 -0.4964 -2.5611
25 H 2.2237 -0.6352 -3.3763
26 C 0.1887 -1.0893 4.6659
27 S 0.2863 -2.4518 3.4040
28 O 1.3644 -1.9708 2.4226
29 C 0.9451 -3.7606 4.4600
30 H 1.0405 -1.0350 5.3439
31 H -0.7655 -1.2620 5.1636
32 H 0.1247 -0.1720 4.0806
33 H 1.0752 -4.6246 3.8083
34 H 0.4363 -3.9392 5.4072
35 H 1.9194 -3.3720 4.7563
36 C -2.4854 4.5512 -1.3299
37 S -2.8235 4.1848 -3.0959
38 O -1.4853 4.2223 -3.8800
39 C -3.0142 2.3739 -2.8571
40 H -3.3785 4.3487 -0.7388
41 H -2.2622 5.5841 -1.0628
42 H -1.6855 3.8858 -1.0049
43 H -3.1744 1.8445 -3.7963
44 H -3.9548 2.2624 -2.3176
45 H -2.1882 1.9159 -2.3130
46 C -1.8433 2.8317 1.6930
47 O -2.5926 4.0242 2.1933
48 C -1.8838 5.1391 2.5530
49 O -0.6021 5.2331 2.4419
50 O -2.6757 6.1187 2.9326
51 C -2.2921 7.4133 3.2232
52 H -2.3999 2.3347 0.8984
53 H -1.6087 2.0238 2.3860
54 H -0.8877 3.1374 1.2671
55 H -1.6741 7.4641 4.1196
56 H -3.2136 7.9086 3.5294
57 H -1.7200 7.9223 2.4475
58 C 1.0591 -3.4029 -2.6398
59 O 2.2912 -3.2935 -3.2814
60 C 2.6375 -4.2037 -4.1882
61 O 1.9127 -5.0688 -4.6941
62 O 3.9278 -4.0750 -4.3946
63 C 4.7049 -4.8016 -5.3444
64 H 1.0504 -2.5480 -1.9636
65 H 1.1345 -4.2287 -1.9323
66 H 0.2111 -3.5276 -3.3132
67 H 5.4827 -4.1736 -5.7789
68 H 4.0764 -5.2817 -6.0945
69 H 5.2102 -5.6116 -4.8183
70 C -3.7749 -7.0904 -2.4712
71 O -3.6005 -6.3595 -1.3194
72 C -2.5368 -5.4396 -1.3243
73 O -1.8295 -5.1718 -2.2640
74 O -2.4278 -4.8868 -0.1096
75 C -1.5117 -3.8748 0.1835
76 H -3.7652 -6.5999 -3.4445
77 H -4.7484 -7.5358 -2.2659
78 H -3.0679 -7.9164 -2.3933
79 H -1.6329 -2.9802 -0.4274
80 H -0.4776 -4.2001 0.0702
81 H -1.6126 -3.5580 1.2215

* total charge: +1
* E_tot: -121575.124 eV
* multiplicity: 4
* gap between HOMO and LUMO (alpha / beta): 7.1 / 7.1 eV
* M: 695.7 g/mol
* ⟨S²⟩: 3.754
* E_LUMO (alpha / beta): -3.6 / -3.6 eV

=====

No. 4
C17H43Br8O12P3 | ωB97M-V/def2-TZVPD

CARTESIAN COORDINATES (ANGSTROEM)
1 C 2.3922 4.1010 -0.3316
2 O 3.3660 3.0317 -0.4433
3 P 3.3415 1.9193 0.6550
4 O 4.2946 0.8141 0.3980
5 O 3.6616 2.6442 2.0627
6 C 5.0771 3.1452 2.1937
7 O 1.8608 1.5251 0.9108
8 C 1.2482 0.6563 -0.0782
9 H 1.4838 3.7151 0.1067
10 H 2.1352 4.4739 -1.3411
11 H 2.7469 4.9549 0.2303
12 H 5.2494 3.8909 1.4756
13 H 5.7700 2.2927 1.9728
14 H 5.2879 3.5543 3.1672
15 H 0.5222 0.0474 0.4801
16 H 2.0188 0.0000 -0.5151
17 H 0.7593 1.2132 -0.8649
18 C -3.1341 -4.3441 -2.3125
19 O -2.1312 -5.2403 -1.7145
20 P -1.6293 -4.8874 -0.2798
21 O -0.7472 -5.9242 0.2616
22 O -2.9075 -4.4739 0.5333
23 C -2.7697 -4.5589 2.0275
24 O -0.9792 -3.4194 -0.4154
25 C 0.2989 -3.2440 -1.0677
26 H -3.9833 -4.3400 -1.6611
27 H -3.3260 -4.8201 -3.2499
28 H -2.7254 -3.3314 -2.3832
29 H -2.8021 -5.6666 2.3424
30 H -3.5678 -4.0243 2.5508
31 H -1.7718 -4.2868 2.3273
32 H 1.1642 -3.6467 -0.4498
33 H 0.5165 -2.1678 -1.0837
34 H 0.3203 -3.7370 -2.0049
35 C 3.1753 2.3759 -5.2642
36 O 1.9353 1.6765 -5.5860
37 P 1.1107 1.1938 -4.2790
38 O 1.8035 0.3665 -3.3406
39 O -0.1763 0.5796 -4.8773
40 C -0.2154 -0.7507 -5.5749
41 O 0.6105 2.5491 -3.6782
42 C -0.2276 3.3885 -4.4779
43 H 3.8200 1.7454 -4.6654
44 H 2.9748 3.3451 -4.8227
45 H 3.6494 2.5981 -6.2325
46 H 0.4057 -0.6586 -6.4515
47 H -1.2553 -0.9378 -5.6826
48 H 0.3099 -1.5211 -4.9266
49 H 0.1504 3.4284 -5.5261
50 H -0.3264 4.3768 -4.0102
51 H -1.2178 2.8534 -4.5487
52 Br -3.9593 -1.6755 5.7135
53 C -2.4532 -0.9203 6.8036
54 C -1.1614 -1.0405 6.0261
55 Br 0.3074 -0.3361 7.1874
56 H -2.4293 -1.3957 7.8067
57 H -2.6628 0.1286 6.9486
58 H -1.1729 -0.3527 5.1537
59 H -0.8279 -2.0212 5.8443
60 Br -4.7786 2.9745 0.1178
61 C -3.4067 3.1175 -1.1915
62 C -2.0341 3.1300 -0.5718
63 Br -1.4929 4.6653 0.3630
64 H -3.5661 4.0075 -1.8215
65 H -3.5486 2.1974 -1.7380
66 H -1.2489 2.8880 -1.2651
67 H -1.9907 2.2890 0.1049
68 Br 0.9192 -2.1962 2.4183
69 C 2.7595 -1.5104 2.4492
70 C 2.9011 -0.4979 3.6039
71 Br 4.9047 -0.6323 4.0964
72 H 2.9802 -1.0634 1.5106
73 H 3.4658 -2.2933 2.6421
74 H 2.3843 -0.6939 4.5393
75 H 2.8652 0.5757 3.3298
76 Br -1.5659 0.5121 2.3952
77 C -3.1585 -0.3642 1.9315
78 C -3.0761 -1.2502 0.7594
79 Br -2.6590 -0.3905 -0.8501
80 H -3.9825 0.3736 1.8246
81 H -3.5101 -0.9032 2.8341
82 H -4.0441 -1.7388 0.6035
83 H -2.3258 -2.0584 0.8753

* total charge: 0
* E_tot: -631109.661 eV
* multiplicity: 1
* gap between HOMO and LUMO: 9.9 eV
* structure (SMILES): COP(=O)(OC)OC.COP(=O)(OC)OC.COP(=O)(OC)OC.BrCCBr.BrCCBr.BrCCBr.BrCCBr
* M: 1171.7 g/mol
* relative energy (zero: lowest compared OMol25 entry of this formula, charge and spin): 0.0 kJ/mol
* E_LUMO: 0.2 eV

=====

No. 5
C17H46AsF6O16S6 | ωB97M-V/def2-TZVPD

CARTESIAN COORDINATES (ANGSTROEM)
1 As -0.4664 -0.4659 -0.0844
2 F -0.4431 -2.0570 -0.9343
3 F -1.1433 0.2708 -1.5060
4 F -0.4219 1.1218 0.8578
5 F 0.1972 -1.4169 1.2644
6 F 1.2557 -0.1870 -0.5293
7 F -2.1495 -0.8703 0.4579
8 O 3.2652 -1.0550 1.3785
9 S 3.3702 0.4412 1.4561
10 O 3.7297 1.1391 2.6719
11 O 4.3984 1.0721 0.2928
12 C 5.7967 1.1751 0.5355
13 C 6.4252 2.4590 -0.1895
14 C 1.7560 1.3199 0.7555
15 H 6.1765 0.1939 0.2505
16 H 6.0498 1.2423 1.5936
17 H 7.5001 2.5887 -0.0638
18 H 5.7759 3.2976 0.0623
19 H 6.3473 2.5887 -1.2689
20 H 0.9136 1.4617 1.4324
21 H 1.4922 0.8242 -0.1787
22 H 1.9883 2.2374 0.2147
23 O -2.4464 3.9690 -0.5235
24 S -2.5197 2.9006 0.4837
25 O -1.6150 2.9948 1.6482
26 O -4.0415 2.6495 1.0910
27 C -4.8032 3.7854 1.1647
28 C -5.8376 3.9119 -0.0067
29 C -2.0347 1.3281 -0.3834
30 H -4.2282 4.6944 1.3415
31 H -5.3380 3.6552 2.1055
32 H -5.4725 3.7125 -1.0141
33 H -6.2631 4.9154 0.0013
34 H -6.7930 3.3985 0.1016
35 H -0.9983 1.3680 -0.7187
36 H -2.6486 1.2849 -1.2830
37 H -2.1609 0.5885 0.4072
38 O 2.1525 -1.5399 -4.7747
39 S 1.3822 -0.5521 -3.9891
40 O 1.7787 0.8353 -3.8360
41 O -0.2371 -0.6031 -4.4590
42 C -1.0914 0.5088 -4.1675
43 C -2.5787 0.1685 -4.4842
44 C 1.1847 -1.2746 -2.2350
45 H -0.8321 1.4049 -4.7314
46 H -0.9889 0.6462 -3.0911
47 H -2.8384 0.2464 -5.5400
48 H -3.3276 0.8716 -4.1198
49 H -2.9098 -0.8081 -4.1310
50 H 0.7977 -0.3881 -1.7325
51 H 2.1996 -1.3901 -1.8546
52 H 0.5858 -2.1841 -2.1888
53 O 0.6379 4.0895 4.8914
54 S 0.9391 3.3698 3.6817
55 O 2.2780 3.1943 3.1457
56 O 0.1601 1.8895 3.8759
57 C 0.3347 0.9498 2.9505
58 C -0.6709 -0.1669 3.2262
59 C -0.1668 4.1237 2.4015
60 H 1.3684 0.6190 2.8497
61 H 0.1608 1.4273 1.9862
62 H -0.2840 -0.8721 3.9618
63 H -0.7908 -0.6742 2.2689
64 H -1.6275 0.2002 3.5981
65 H -0.6093 3.3700 1.7501
66 H 0.2343 5.0671 2.0311
67 H -0.9405 4.5070 3.0668
68 O 2.9724 -6.3336 1.0261
69 S 2.6146 -4.9674 0.7994
70 O 2.0451 -4.6147 -0.5121
71 O 1.7346 -4.3996 2.0907
72 C 0.6572 -3.5008 1.7816
73 C 0.1513 -3.1237 3.1927
74 C 4.0612 -3.8335 1.3435
75 H -0.1170 -4.0840 1.2830
76 H 1.0053 -2.7330 1.0907
77 H 0.9636 -2.7910 3.8388
78 H -0.3633 -3.9349 3.7077
79 H -0.6030 -2.3500 3.0495
80 H 3.7617 -2.8145 1.0983
81 H 4.7500 -4.1742 0.5706
82 H 4.4458 -4.2564 2.2716
83 C -1.7846 -3.0767 -2.0328
84 S -2.3633 -3.4835 -3.7766
85 O -2.5360 -4.9696 -3.7164
86 C -4.1421 -2.9437 -3.8377
87 H -1.8477 -2.0042 -1.8485
88 H -0.7164 -3.2286 -1.8780
89 H -2.3113 -3.5278 -1.1919
90 H -4.7936 -3.6820 -4.3052
91 H -4.0993 -2.0571 -4.4704
92 H -4.3988 -2.6898 -2.8092

* total charge: -1
* E_tot: -193260.961 eV
* multiplicity: 1
* gap between HOMO and LUMO: 7.1 eV
* M: 887.9 g/mol
* relative energy (zero: lowest compared OMol25 entry of this formula, charge and spin): 3088.0 kJ/mol
* E_LUMO: 0.5 eV

=====

No. 6
C17H46B2CuN2O13V2 | ωB97M-V/def2-TZVPD

CARTESIAN COORDINATES (ANGSTROEM)
1 O 1.3268 -2.7443 0.5920
2 V 0.5189 -1.5795 -0.0366
3 O 0.1429 1.2046 2.5696
4 V -0.3673 0.6903 1.1345
5 Cu 2.9559 0.8115 1.3326
6 C 1.3496 0.4273 -0.1718
7 O 1.9067 -0.6353 0.0641
8 O 1.2825 1.2313 0.7115
9 O 0.1652 0.0949 -0.4014
10 C -0.9016 -1.3729 1.6171
11 O -1.6529 -0.3372 1.6641
12 O -0.9481 -2.1244 0.6510
13 O 0.2135 -1.0108 1.7558
14 B -1.5155 2.1152 1.0471
15 H -0.5386 2.1949 0.5960
16 H -1.4180 2.5006 2.0502
17 H -2.1759 2.6661 0.3955
18 H -1.8169 1.0815 0.9773
19 B 0.2084 -2.6577 -1.4776
20 H -0.0306 -3.0300 -2.4617
21 H -0.1550 -3.3379 -0.7228
22 H 1.2823 -2.5946 -1.3938
23 H -0.2016 -1.6755 -1.3002
24 C -2.6164 -1.3020 -2.6983
25 O -1.8214 -0.7753 -1.6798
26 C -1.9593 0.6191 -1.4106
27 C -3.2434 1.2237 -0.7976
28 N -3.3969 0.5865 0.5521
29 C -4.7471 0.8885 1.1471
30 C -5.9863 0.4439 0.3357
31 O -5.8894 -0.9202 -0.0654
32 C -6.8748 -1.3145 -1.1191
33 H -2.0549 -1.7522 -3.5169
34 H -3.2915 -0.5596 -3.1238
35 H -3.1646 -2.0970 -2.1927
36 H -1.8921 1.1434 -2.3638
37 H -1.0453 0.9110 -0.8935
38 H -4.1685 1.1181 -1.3643
39 H -3.1091 2.3009 -0.6988
40 H -2.7109 0.9983 1.1685
41 H -4.9703 1.9518 1.2344
42 H -4.8383 0.5963 2.1932
43 H -6.0841 0.9850 -0.6055
44 H -6.8538 0.6188 0.9720
45 H -7.9041 -1.0841 -0.8445
46 H -6.6724 -2.3244 -1.4757
47 H -6.7055 -0.7740 -2.0505
48 C 4.4994 0.1002 -1.4440
49 O 5.0527 0.3349 -0.0829
50 C 5.3793 -0.9638 0.5641
51 C 4.0339 -1.6364 1.1500
52 N 3.3545 -0.8765 2.1796
53 C 4.2018 -0.4804 3.3180
54 C 3.5278 0.1904 4.5209
55 O 3.0480 1.5162 4.2402
56 C 3.0535 2.3160 5.4329
57 H 3.6621 0.7703 -1.6392
58 H 4.1349 -0.8960 -1.6945
59 H 5.3140 0.3086 -2.1377
60 H 6.0499 -0.8216 1.4116
61 H 5.8792 -1.6163 -0.1517
62 H 4.1694 -2.6460 1.5378
63 H 3.4278 -1.6644 0.2445
64 H 2.6196 -1.4795 2.5208
65 H 5.0814 0.0933 3.0261
66 H 4.6153 -1.3889 3.7560
67 H 4.2733 0.1054 5.3114
68 H 2.6371 -0.4027 4.7282
69 H 2.6384 3.3136 5.2892
70 H 4.0378 2.5019 5.8626
71 H 2.4852 1.8212 6.2205
72 C 0.6865 1.6407 -4.5899
73 C 0.2061 0.9817 -3.2759
74 C 0.0887 -0.5576 -3.5525
75 O 1.3370 1.1221 -2.5672
76 H 1.6748 1.3516 -4.9474
77 H 0.7612 2.7279 -4.5725
78 H -0.0648 1.4796 -5.3630
79 H -0.6345 1.4151 -2.7340
80 H -0.8425 -0.8164 -4.0563
81 H -0.1439 -1.0801 -2.6246
82 H 0.9112 -0.9979 -4.1162
83 H 1.2139 0.8340 -1.6597

* total charge: -1
* E_tot: -145309.773 eV
* multiplicity: 3
* gap between HOMO and LUMO (alpha / beta): 5.0 / 7.0 eV
* M: 673.6 g/mol
* ⟨S²⟩: 2.014
* relative energy (zero: lowest compared OMol25 entry of this formula, charge and spin): 2722.1 kJ/mol
* E_LUMO (alpha / beta): 2.5 / 2.5 eV

=====

Question: M of number 2 (C17H42Cl2FeOP3)?
Answer: 482.2 g/mol